Model 1:
This record from the OMol25 dataset describes 4 unconnected molecules or ions with the total composition C3H13O5. The level of theory is ωB97M-V/def2-TZVPD.

```
21
Properties=species:S:1:pos:R:3
C -1.52 -1.35 0.25
O -0.84 -1.99 -0.84
C -0.43 -1.27 1.36
C 0.77 -0.24 1.19
O 0.52 1.09 1.17
H -1.93 -0.39 -0.10
H -2.35 -2.00 0.41
H 0.05 -2.35 1.20
H -0.86 -1.18 2.43
H 1.60 -0.35 1.87
H 1.22 -0.45 0.17
H 0.84 1.77 -0.19
H -0.82 2.45 -0.47
H -1.28 1.34 0.66
O -1.57 2.11 0.07
H 0.83 0.98 -2.24
H 2.27 1.94 -0.10
O 1.64 1.75 -0.80
H -0.30 -1.47 -1.43
H 1.45 -0.41 -2.07
O 0.71 0.04 -2.57
```

Computed properties:
HOMO = -3.7 eV
Kohn-Sham gap = 7.58 eV
total charge = -1
LUMO energy = 3.88 eV

---

Model 2:
This record from the OMol25 dataset describes 5 unconnected molecules or ions with the total composition C3H13O5. The level of theory is ωB97M-V/def2-TZVPD.

```
21
Properties=species:S:1:pos:R:3
C -0.39 1.60 -0.02
O -1.34 1.43 1.08
C -0.11 0.20 -0.56
C -0.90 -0.22 -1.77
O 1.11 1.56 -2.90
H -0.80 2.29 -0.76
H 0.60 1.92 0.38
H -0.23 -0.58 0.16
H 0.93 0.05 -0.81
H -0.31 0.19 -2.58
H -0.92 -1.37 -1.63
H -1.93 0.02 -1.64
H -1.12 -3.51 0.31
H 0.67 -2.11 0.82
O -0.61 -2.80 0.03
H 1.35 -1.07 1.84
H 1.96 1.72 -3.30
O 1.56 -1.82 1.20
H -0.74 1.00 1.80
H 0.23 0.25 3.45
O 0.37 0.60 2.59
```

Computed properties:
HOMO = -5.3 eV
Kohn-Sham gap = 3.25 eV
total charge = -1
LUMO energy = -2.01 eV

---

Bottom line: model 1, by a margin of 0.2943 hartree.

---

Model 1:
This record from the OMol25 dataset describes a single C5H6 molecule. The level of theory is ωB97M-V/def2-TZVPD.

```
11
Properties=species:S:1:pos:R:3
C -0.22 1.48 -1.63
C -0.30 0.39 -0.91
C -0.70 -0.96 -0.58
C 0.08 -0.36 0.31
C 0.56 -0.59 1.67
H 0.15 2.50 -1.35
H -0.52 1.51 -2.70
H -1.07 -1.90 -0.88
H 0.86 0.32 2.30
H 1.36 -1.24 1.66
H -0.19 -1.16 2.11
```

Computed properties:
HOMO = -8.0 eV
Kohn-Sham gap = 8.96 eV
total charge = 0
LUMO energy = 0.96 eV

---

Model 2:
This record from the OMol25 dataset describes a single C5H6 molecule. The level of theory is ωB97M-V/def2-TZVPD.

```
11
Properties=species:S:1:pos:R:3
C -1.34 -1.15 1.53
C -1.02 -0.46 0.37
C -1.46 -0.20 2.47
C -0.13 -0.21 -0.60
C 1.07 0.71 -0.42
H -1.16 -2.17 1.85
H -1.78 0.83 2.37
H -0.02 -0.77 -1.59
H 1.64 0.44 0.48
H 0.55 1.68 -0.32
H 1.68 0.73 -1.34
```

Computed properties:
HOMO (spin up / spin down) = -7.5 / -8.0 eV
Kohn-Sham gap (spin up / spin down) = 7.57 / 8.11 eV
total charge = 0
LUMO energy (spin up / spin down) = 0.07 / 0.15 eV

---

Bottom line: model 1, by a margin of 0.0957 hartree.